Molecular formula: C42H111N8O18
Method: DFT, wB97M-V/def2-TZVPD

Computed properties:
HOMO energy, eV: -13.7
DFT total energy, eV: -94106.6041
Total charge: +3
Frontier orbital gap, eV: 8.6

Last column: Mulliken charge in e.
Geometry (Å):
C (-2.61564, -5.47330, -0.98426)  -1.224
C (-1.20197, -6.03043, -0.88069)  0.454
C (-0.34083, -5.42587, -1.99528)  -0.392
O (-0.75709, -5.85658, -3.24718)  -0.354
C (-0.15472, -7.01687, -3.81619)  -0.724
N (-0.63525, -5.47622, 0.44342)  -0.672
H (-1.16964, -4.30103, 1.26867)  0.158
H (-0.82088, -6.17262, 1.12771)  0.380
H (0.37895, -5.46450, 0.40374)  0.199
H (-2.64112, -4.43771, -1.35676)  0.085
H (-3.21876, -5.53520, -0.08445)  0.405
H (-3.22203, -5.87778, -1.87859)  0.357
H (-1.15400, -7.09792, -0.87258)  0.579
H (0.73062, -5.47185, -1.75246)  0.492
H (-0.63552, -4.34178, -2.00589)  -0.188
H (-0.99062, -7.62547, -4.23519)  0.273
H (0.22041, -7.70548, -3.03325)  0.322
H (0.49842, -6.66650, -4.68011)  0.248
C (5.03693, 5.81468, 1.24970)  -1.909
C (6.21121, 5.11185, 1.85739)  0.499
C (5.78067, 4.10337, 2.95130)  -0.876
O (5.08240, 3.11076, 2.26632)  0.292
C (4.44528, 2.16830, 3.12656)  -1.081
N (6.97486, 4.56862, 0.77052)  -0.556
H (6.97565, 5.28936, 0.11246)  0.207
H (7.91679, 4.52604, 1.06860)  0.217
H (6.37708, 2.83310, -0.03100)  0.311
H (4.41961, 5.21675, 0.59060)  0.418
H (5.47912, 6.65553, 0.68966)  0.420
H (4.43374, 6.37742, 1.92677)  0.506
H (6.72550, 5.90579, 2.45901)  0.317
H (5.06730, 4.46460, 3.69774)  0.412
H (6.61494, 3.57977, 3.48629)  0.369
H (4.13461, 1.47057, 2.37289)  0.179
H (3.62749, 2.57979, 3.72360)  0.296
H (5.27779, 1.71662, 3.68620)  0.402
C (2.47747, -4.84685, 4.27775)  -1.117
C (2.23785, -4.53565, 5.71398)  0.257
C (2.32989, -3.04222, 6.11864)  -1.068
O (1.27470, -2.29684, 5.53975)  -0.067
C (1.11966, -1.00150, 6.32175)  -0.727
N (0.80218, -4.94053, 6.00516)  -0.180
H (0.16864, -4.71533, 5.18152)  0.298
H (0.73100, -5.98399, 6.14704)  0.427
H (0.35860, -4.56388, 6.82022)  0.375
H (1.81462, -4.26668, 3.72485)  0.088
H (2.18775, -5.88989, 4.18600)  0.369
H (3.45858, -4.62826, 3.88440)  0.456
H (2.89976, -5.13462, 6.31616)  0.383
H (3.19376, -2.65702, 5.69914)  0.481
H (2.34215, -2.96237, 7.21162)  0.467
H (0.81852, -1.24705, 7.35190)  0.372
H (0.21545, -0.54150, 5.90486)  0.162
H (2.08204, -0.45107, 6.22232)  0.306
C (6.73812, -1.57905, -3.00237)  -1.483
C (5.35453, -1.59933, -3.61419)  0.611
C (4.66190, -2.91833, -3.56248)  -1.129
O (4.54211, -3.34165, -2.17714)  -0.180
C (5.13857, -4.55519, -1.91218)  -0.859
N (4.52811, -0.63723, -2.79060)  0.347
H (3.68428, -0.27710, -3.24898)  0.467
H (4.14279, -1.08904, -1.93133)  -0.430
H (5.07594, 0.10192, -2.30967)  0.345
H (6.77846, -1.73304, -1.89452)  0.204
H (7.19663, -0.58939, -3.16003)  0.441
H (7.33962, -2.37518, -3.47739)  0.478
H (5.38986, -1.23144, -4.63284)  0.397
H (5.04959, -3.67086, -4.22535)  0.661
H (3.65473, -2.76575, -3.90283)  0.363
H (5.39151, -4.61676, -0.88588)  0.308
H (6.02861, -4.69895, -2.63465)  0.319
H (4.46600, -5.41727, -2.18209)  0.252
C (-9.67177, 0.07171, -2.91310)  -1.562
C (-8.34905, -0.66746, -2.77480)  0.588
C (-8.66459, -2.07840, -2.39146)  -0.824
O (-7.39856, -2.76995, -2.23362)  -0.308
C (-7.32356, -4.00735, -1.57951)  -0.578
N (-7.42214, -0.63845, -4.02032)  -0.110
H (-7.05943, -1.60221, -4.06495)  0.380
H (-7.99511, -0.34416, -4.82218)  0.399
H (-6.61588, -0.07701, -3.76250)  0.278
H (-10.17297, -0.03940, -1.96530)  0.449
H (-10.30759, -0.22539, -3.68919)  0.447
H (-9.43429, 1.13071, -3.06208)  0.420
H (-7.68761, -0.18728, -2.01287)  0.037
H (-9.23874, -2.66704, -3.10536)  0.351
H (-9.29651, -1.91689, -1.50136)  0.477
H (-7.29513, -4.86109, -2.21960)  0.285
H (-8.11596, -3.98709, -0.83354)  0.354
H (-6.23947, -4.08302, -1.14841)  0.035
C (-4.79367, 0.04093, 1.53026)  -1.391
C (-4.55841, 1.59201, 1.63753)  0.625
C (-3.07868, 2.01883, 1.54329)  1.379
O (-2.43433, 1.87074, 2.83952)  -0.176
C (-2.85589, 2.85832, 3.77575)  -0.902
N (-5.18961, 2.19040, 0.46476)  -0.556
H (-4.48352, 1.78609, -1.33148)  0.279
H (-6.16969, 1.90986, 0.39284)  0.265
H (-5.16323, 3.19799, 0.52055)  0.149
H (-4.32493, -0.24622, 0.59197)  0.342
H (-5.85551, -0.17181, 1.40860)  0.464
H (-4.44114, -0.44780, 2.45213)  0.197
H (-4.97935, 1.88402, 2.64098)  0.158
H (-2.97632, 3.05064, 1.18756)  -0.304
H (-2.53108, 1.37417, 0.87105)  -1.130
H (-2.96126, 3.79806, 3.26511)  0.334
H (-2.13999, 2.83018, 4.55200)  0.267
H (-3.85615, 2.70525, 4.12502)  0.338
C (-3.04239, 6.03120, -0.31819)  -1.545
C (-2.27076, 6.83207, -1.30799)  0.495
C (-1.54032, 8.11532, -0.69895)  -0.898
O (-0.43821, 7.70028, 0.05397)  -0.171
C (0.12442, 8.69418, 0.90506)  -0.852
N (-1.19395, 6.00444, -1.85959)  -0.473
H (0.28962, 5.63915, -0.43879)  0.293
H (-1.58431, 5.14772, -2.21657)  0.123
H (-0.69973, 6.38414, -2.68772)  0.231
H (-2.33941, 5.51368, 0.26099)  0.311
H (-3.54272, 5.23257, -0.79156)  0.364
H (-3.70401, 6.64979, 0.23303)  0.450
H (-3.02609, 7.24922, -1.98331)  0.245
H (-2.21396, 8.82932, -0.11411)  0.426
H (-1.21355, 8.75770, -1.53583)  0.397
H (-0.62476, 9.32823, 1.27957)  0.366
H (0.86708, 9.30938, 0.37005)  0.304
H (0.64314, 8.20188, 1.75554)  0.209
C (-1.47168, -1.78142, -0.88796)  -0.246
C (-0.59300, -0.82139, -0.23097)  1.128
C (0.78393, -1.51708, -0.30223)  -0.831
O (1.80819, -0.89912, 0.44759)  -0.029
C (2.85832, -1.79924, 0.75627)  -0.341
N (-0.42888, 0.44152, -1.00992)  0.266
H (-1.24813, 1.09712, -0.94017)  -0.258
H (0.33309, 1.01974, -0.58173)  -0.116
H (0.08142, 0.83967, -2.43593)  0.629
H (-1.34108, -1.77928, -1.98324)  0.595
H (-2.48381, -1.45051, -0.59784)  -0.255
H (-1.51202, -2.82062, -0.54219)  -1.159
H (-0.80133, -0.59179, 0.83094)  0.348
H (1.01598, -1.65579, -1.35849)  0.120
H (0.56166, -2.54616, 0.12760)  0.163
H (2.45813, -2.67603, 1.25407)  -0.040
H (3.42761, -1.38152, 1.56294)  0.274
H (3.45041, -2.03963, -0.07904)  0.093
C (-3.55121, 0.77972, -4.20721)  -1.268
C (-4.28412, 0.94228, -2.92586)  0.951
O (-5.28081, 0.30517, -2.63193)  -0.801
O (-3.79191, 1.79536, -2.06704)  -0.185
H (-4.09476, 1.35534, -4.98604)  0.395
H (-3.50832, -0.29579, -4.43706)  0.318
H (-2.54823, 1.21586, -4.16402)  0.224
C (1.94851, 3.05516, 0.71361)  -0.638
C (0.78599, 3.89463, 0.34908)  0.394
O (-0.33292, 3.44935, 0.30477)  -0.250
O (0.99655, 5.15596, 0.04731)  -0.440
H (2.36955, 2.69433, -0.20704)  0.114
H (1.51108, 2.26082, 1.20278)  0.271
H (2.60825, 3.71060, 1.30192)  0.140
C (1.66694, 1.28895, -5.34472)  -1.360
C (1.38141, 0.70988, -3.93654)  0.817
O (0.29630, 1.22870, -3.36460)  -0.497
O (2.10314, -0.05230, -3.35702)  -0.550
H (0.82498, 1.07331, -6.04014)  0.330
H (2.52035, 0.75866, -5.69389)  0.341
H (1.79346, 2.37047, -5.40147)  0.342
C (7.50700, 0.75501, 0.72590)  -1.230
C (6.28853, 0.85951, -0.07644)  0.885
O (5.63808, -0.07068, -0.50958)  -0.561
O (5.99491, 2.09791, -0.49715)  -0.487
H (7.61667, -0.27738, 0.88304)  0.390
H (7.40666, 1.40668, 1.57453)  0.306
H (8.32796, 1.13158, 0.06211)  0.352
C (-1.82833, -2.16441, 3.74108)  -0.532
C (-1.19115, -3.36353, 3.04777)  0.853
O (-1.58388, -3.45480, 1.81908)  -0.348
O (-0.46932, -4.22872, 3.55125)  -0.930
H (-1.27401, -1.94727, 4.66098)  0.025
H (-2.82543, -2.47519, 4.01282)  0.351
H (-1.85504, -1.33261, 3.03928)  -0.006

Molecular formula: C5H40N10O15
Method: DFT, wB97M-V/def2-TZVPD

Computed properties:
HOMO energy, eV: -9.8
DFT total energy, eV: -51454.9179
Total charge: 0
Frontier orbital gap, eV: 9.9

Last column: Mulliken charge in e.
Geometry (Å):
O (0.75635, -2.10960, -3.32775)  -0.587
H (-0.10864, -2.29494, -2.88394)  0.418
H (0.76583, -2.56480, -4.19073)  0.278
O (0.09353, 3.40737, -3.36935)  -0.582
H (0.78040, 2.90791, -3.81809)  0.285
H (-0.68317, 2.85056, -3.42316)  0.325
O (-1.29102, -2.40505, -1.58669)  -0.775
H (-2.25270, -2.28641, -1.47519)  0.277
H (-0.91956, -1.80044, -0.89906)  0.177
O (3.96471, -1.04518, 1.35365)  -0.689
H (4.45661, -0.28331, 1.71955)  0.311
H (3.68961, -0.83627, 0.45159)  0.329
O (1.20939, 0.62690, -4.24975)  -0.504
H (1.35989, 0.72039, -5.19958)  0.259
H (0.59610, -0.10853, -4.15513)  0.257
O (3.64653, 2.00231, -2.29970)  -0.663
H (3.19078, 2.82470, -2.26951)  0.415
H (3.23136, 1.49190, -3.01117)  0.283
O (2.91567, -1.21984, -1.30421)  -0.618
H (2.42054, -1.76519, -1.92598)  0.250
H (2.60931, -0.33122, -1.52125)  0.258
O (2.57095, 4.49511, -1.88912)  -0.760
H (2.26387, 4.90819, -1.05056)  0.387
H (1.74781, 4.41100, -2.34450)  0.320
O (-2.79684, 1.80861, 3.60710)  -0.631
H (-2.50698, 0.88155, 3.66677)  0.379
H (-3.73994, 1.81242, 3.40208)  0.288
O (-1.62967, 1.32219, -3.00444)  -0.653
H (-2.47485, 1.54559, -3.35429)  0.288
H (-1.71985, 0.92329, -2.10658)  0.248
C (-4.46282, -0.21738, -0.67707)  0.397
O (-4.38009, 0.27542, -1.77029)  -0.563
N (-3.41445, -0.63168, 0.18655)  -0.162
N (-5.76230, -0.45181, -0.09483)  -0.540
H (-2.45711, -0.31415, 0.07039)  0.167
H (-3.55966, -0.83062, 1.18810)  0.287
H (-5.88377, -1.12576, 0.69742)  0.226
H (-6.48183, -0.70444, -0.78874)  0.269
C (-1.16286, -2.13870, 3.39936)  0.343
O (-1.87252, -1.16719, 3.22225)  -0.495
N (0.07618, -2.20518, 4.14445)  -0.357
N (-1.48155, -3.32409, 2.77742)  -0.384
H (0.37343, -3.08919, 4.56003)  0.240
H (0.30975, -1.45195, 4.76225)  0.218
H (-0.81507, -4.08048, 2.93726)  0.180
H (-2.09201, -3.34054, 1.97878)  0.224
C (2.00314, -4.11532, 2.01882)  0.547
O (1.26790, -4.88638, 2.62417)  -0.710
N (1.67189, -3.77430, 0.73056)  -0.265
N (3.15723, -3.59072, 2.62494)  -0.427
H (2.41641, -3.44632, 0.10790)  0.164
H (0.83357, -4.19438, 0.46152)  0.198
H (3.49212, -2.69968, 2.19051)  0.301
H (3.09844, -3.71273, 3.63051)  0.250
C (-0.05315, 4.02011, 0.82639)  0.550
O (1.07655, 4.61818, 0.61093)  -0.709
N (-0.35560, 3.58077, 2.09442)  -0.259
N (-1.00715, 3.76072, -0.18738)  -0.480
H (0.24747, 3.83010, 2.86598)  0.214
H (-1.27187, 3.25608, 2.39902)  0.194
H (-1.49817, 2.91190, -0.07882)  0.229
H (-0.66368, 4.02816, -1.08456)  0.260
C (0.33603, 0.58592, 0.08034)  0.011
O (-0.83902, 0.31549, -0.19832)  -0.059
N (0.86080, 0.10446, 1.21854)  -0.138
N (1.12026, 1.36696, -0.56444)  0.372
H (1.86438, 0.13257, 1.33946)  0.043
H (0.34872, -0.54880, 1.75774)  0.042
H (2.09422, 1.43263, -0.33937)  0.253
H (0.72018, 1.93314, -1.26320)  -0.201

Molecular formula: C18H24N2O2
Method: DFT, wB97M-V/def2-TZVPD

Computed properties:
HOMO energy, eV: -8.3
DFT total energy, eV: -26131.3910
SMILES: Cc1c(C(=O)N[C@H](C)CN2CCCCC2)oc2ccccc12
Total charge: 0
Frontier orbital gap, eV: 8.9
ΔE to the lowest compared entry with this formula, charge and spin, kJ/mol: 148.36

Last column: Mulliken charge in e.
Geometry (Å):
C (-1.61810, -0.60327, -2.61044)  -1.810
C (-1.90306, 0.11483, -1.34273)  0.416
C (-1.06728, 0.92573, -0.62386)  1.087
C (0.34685, 1.28421, -0.87175)  0.140
O (0.94332, 0.86549, -1.84706)  -0.731
N (0.82697, 2.16925, 0.04343)  -0.192
C (2.22591, 2.31898, 0.39291)  0.215
C (3.10493, 2.49297, -0.83897)  -1.533
C (2.64543, 1.11520, 1.28834)  -1.374
N (2.08868, -0.12156, 0.78646)  0.797
C (3.03045, -0.97048, 0.08633)  -1.042
C (2.27176, -2.02165, -0.71628)  -0.454
C (1.41491, -2.86739, 0.21807)  -0.981
C (0.49236, -1.94830, 1.00995)  -0.008
C (1.30800, -0.88266, 1.73856)  -1.147
O (-1.68007, 1.40473, 0.51146)  -0.455
C (-2.93186, 0.89624, 0.51817)  -0.111
C (-3.92136, 1.10396, 1.46618)  -1.201
C (-5.13127, 0.47266, 1.25844)  -0.377
C (-5.35002, -0.33952, 0.14347)  -0.642
C (-4.36639, -0.54556, -0.79816)  -0.514
C (-3.13547, 0.08118, -0.61199)  1.088
H (-1.70839, -1.67874, -2.45800)  0.331
H (-0.61326, -0.36938, -2.94753)  0.385
H (-2.33629, -0.31047, -3.37540)  0.451
H (0.19514, 2.34467, 0.81228)  0.332
H (2.30175, 3.22995, 1.00197)  0.435
H (4.14295, 2.61045, -0.53685)  0.421
H (2.79621, 3.38128, -1.38504)  0.360
H (3.00622, 1.63843, -1.49831)  0.336
H (3.74024, 1.07940, 1.34764)  0.403
H (2.26678, 1.30108, 2.29910)  0.448
H (3.61985, -0.35183, -0.59042)  0.472
H (3.72189, -1.46751, 0.79527)  0.441
H (1.63540, -1.50281, -1.43363)  0.067
H (2.97929, -2.64764, -1.26268)  0.415
H (0.82858, -3.59095, -0.35125)  0.396
H (2.05916, -3.42163, 0.90644)  0.343
H (-0.09321, -2.51702, 1.73547)  0.384
H (-0.19455, -1.45401, 0.32181)  -0.249
H (0.62910, -0.20363, 2.26247)  0.515
H (1.95405, -1.37169, 2.49417)  0.430
H (-3.74687, 1.73289, 2.32465)  0.459
H (-5.92820, 0.60947, 1.97376)  0.394
H (-6.31330, -0.81250, 0.02298)  0.388
H (-4.53722, -1.17282, -1.65946)  0.472